1.
C3H6N2OS2 | ωB97M-V with the def2-TZVPD basis set

energy relative to the best compared isomer or geometry (same formula, charge and spin) = 4.682 eV
lowest unoccupied orbital energy = 0.4783 eV

Last column: natural (NBO) charge in e.
CARTESIAN COORDINATES (ANGSTROEM)
C -0.593 -0.622 0.118  0.66
C 1.947 0.432 -0.671  -0.59
C 1.088 1.078 0.327  -0.11
H -3.733 0.394 0.661  0.12
H -1.986 -1.980 0.957  0.41
H 3.043 0.563 -0.697  0.24
H 1.687 0.623 -1.818  0.23
H 1.431 0.909 1.403  0.21
H 0.843 2.141 0.280  0.21
N -1.983 -0.876 0.219  -0.83
N 0.156 -1.584 0.097  -0.66
O -0.235 0.613 -0.084  -0.50
S -3.505 -0.328 -0.507  0.23
S 1.839 -1.363 -0.285  0.39



2.
C5H15N4 | ωB97M-V with the def2-TZVPD basis set

charge = +1
energy relative to the best compared isomer or geometry (same formula, charge and spin) = 1.558 eV
lowest unoccupied orbital energy = -3.1731 eV

Last column: natural (NBO) charge in e.
CARTESIAN COORDINATES (ANGSTROEM)
C -1.669 -0.070 0.383  -0.36
C -0.804 -1.200 -0.074  0.06
C 0.978 0.791 -0.365  0.39
C -0.372 0.408 -0.644  -0.02
C 1.640 1.332 -1.607  -0.66
N -1.356 -2.090 -0.958  -0.78
N 1.609 0.801 0.827  -0.74
N -0.968 0.496 -1.946  -0.81
N 0.316 -0.433 2.935  -1.11
H -2.677 -0.047 -0.137  0.26
H -1.477 0.275 1.411  0.25
H -0.124 -1.665 0.507  0.21
H 2.654 1.840 -1.382  0.24
H 0.898 2.081 -1.999  0.26
H 1.793 0.508 -2.161  0.24
H -2.300 -2.146 -1.225  0.40
H -0.803 -2.692 -1.513  0.39
H 2.578 1.173 0.860  0.43
H 1.054 0.341 1.566  0.44
H -1.620 1.332 -2.031  0.38
H -0.265 0.582 -2.602  0.36
H 0.044 0.377 3.565  0.39
H 1.227 -0.869 3.378  0.39
H -0.355 -1.124 3.211  0.39



3.
C2H9PSi | ωB97M-V with the def2-TZVPD basis set

energy relative to the best compared isomer or geometry (same formula, charge and spin) = 0.958 eV
lowest unoccupied orbital energy = 1.0400 eV

Last column: natural (NBO) charge in e.
CARTESIAN COORDINATES (ANGSTROEM)
C -0.664 1.022 -1.102  -1.10
Si 0.026 0.250 0.476  1.11
C -0.782 -1.380 0.816  -1.13
P 2.140 0.595 0.113  -0.14
H -0.376 0.348 -1.945  0.23
H -1.708 1.110 -1.044  0.23
H -0.232 2.004 -1.313  0.24
H -0.218 1.454 1.731  -0.19
H 0.006 -2.142 1.062  0.25
H -1.392 -1.307 1.704  0.26
H -1.376 -1.581 -0.086  0.25
H 2.101 0.174 -1.193  -0.01
H 2.475 -0.548 0.780  -0.01



4.
C10H20O20S5 | ωB97M-V with the def2-TZVPD basis set

energy relative to the best compared isomer or geometry (same formula, charge and spin) = 22.708 eV
lowest unoccupied orbital energy = -0.1103 eV

Last column: natural (NBO) charge in e.
CARTESIAN COORDINATES (ANGSTROEM)
C -2.630 1.091 0.368  -0.11
C -3.700 1.013 -0.708  -0.09
O -2.878 1.340 -1.903  -0.70
S -1.275 0.855 -1.755  2.52
O -0.331 1.831 -2.325  -0.82
O -1.147 -0.513 -2.193  -0.93
O -1.305 1.027 -0.117  -0.69
H -2.861 0.440 1.211  0.25
H -2.691 2.064 0.856  0.21
H -4.537 1.708 -0.771  0.23
H -3.988 -0.038 -0.726  0.18
C -0.146 -1.170 -4.123  -0.10
C 0.778 -0.099 -4.667  -0.11
O 2.009 -0.295 -4.001  -0.66
S 1.727 -0.768 -2.384  2.48
O 1.238 0.486 -1.763  -0.96
O 2.861 -1.460 -1.723  -0.77
O 0.465 -1.700 -2.880  -0.69
H -0.159 -2.019 -4.806  0.20
H -1.100 -0.776 -3.772  0.24
H 0.291 0.859 -4.489  0.20
H 0.903 -0.279 -5.735  0.21
C -1.031 -1.068 0.696  -0.25
C -0.530 -1.978 -0.431  -0.20
O 0.732 -2.591 -0.161  -0.65
S 0.785 -2.655 1.516  2.48
O 2.153 -2.466 1.950  -0.84
O 0.042 -3.816 1.998  -0.88
O -0.145 -1.330 1.697  -0.73
H -2.046 -1.156 1.085  0.21
H -0.681 -0.111 0.310  0.37
H -0.339 -1.351 -1.302  0.26
H -1.253 -2.700 -0.813  0.20
C 1.102 1.561 0.295  -0.05
C 1.343 0.015 0.405  -0.24
O 2.666 -0.320 0.179  -0.67
S 3.671 0.986 -0.031  2.46
O 3.927 1.100 -1.465  -0.88
O 4.786 1.080 0.917  -0.84
O 2.399 2.078 0.343  -0.68
H 0.577 1.771 1.227  0.12
H 0.486 1.699 -0.595  0.21
H 0.755 -0.442 -0.391  0.24
H 0.963 -0.508 1.282  0.23
C -0.394 0.542 4.749  -0.10
C 0.639 -0.019 3.740  -0.13
O 0.754 0.980 2.743  -0.68
S -0.675 1.672 2.430  2.54
O -1.490 0.874 1.587  -0.94
O -0.494 3.036 2.048  -0.83
O -1.191 1.393 4.078  -0.66
H 0.066 1.289 5.396  0.18
H -0.964 -0.163 5.354  0.21
H 0.348 -0.910 3.185  0.23
H 1.517 -0.086 4.382  0.23



5.
C35H95N5O10 | ωB97M-V with the def2-TZVPD basis set

energy relative to the best compared isomer or geometry (same formula, charge and spin) = 0.814 eV
lowest unoccupied orbital energy = 0.6038 eV

Last column: Mulliken charge in e.
CARTESIAN COORDINATES (ANGSTROEM)
C 0.088 -6.245 5.871  -0.82
O -0.563 -5.337 5.013  -0.22
C -1.149 -4.326 5.790  -1.02
C -1.801 -3.388 4.826  1.91
C -2.228 -2.048 5.405  -1.25
N -3.011 -4.073 4.316  -0.85
H 0.985 -5.871 6.392  0.31
H 0.438 -7.061 5.302  0.29
H -0.598 -6.601 6.710  0.28
H -1.837 -4.784 6.510  0.47
H -0.296 -3.790 6.294  0.30
H -1.106 -3.205 4.042  -0.57
H -1.490 -1.605 6.071  0.37
H -3.232 -2.244 5.918  0.44
H -2.451 -1.336 4.590  -0.08
H -2.710 -4.919 3.837  0.31
H -3.464 -3.471 3.635  0.22
C 3.142 4.387 0.096  -0.60
O 2.661 4.457 -1.228  -0.02
C 3.833 4.410 -2.136  -1.08
C 3.456 4.527 -3.616  0.31
C 2.037 4.032 -3.812  -0.68
N 4.419 3.809 -4.383  -0.77
H 2.282 4.272 0.743  -0.13
H 3.822 5.221 0.352  0.44
H 3.769 3.481 0.224  0.28
H 4.512 5.185 -1.780  0.40
H 4.407 3.520 -1.930  0.46
H 3.511 5.563 -3.909  0.41
H 1.808 3.890 -4.889  0.33
H 1.227 4.567 -3.310  0.37
H 2.031 3.037 -3.344  -0.23
H 4.357 3.968 -5.403  0.32
H 4.227 2.807 -4.345  0.24
C -2.647 2.798 -3.870  -0.73
O -1.870 1.646 -4.107  -0.11
C -1.313 1.685 -5.421  -1.06
C -0.797 0.232 -5.774  0.21
C 0.183 -0.147 -4.680  -0.10
N -0.231 0.272 -7.137  -0.71
H -3.101 2.705 -2.841  0.04
H -3.482 2.932 -4.631  0.36
H -2.046 3.727 -3.858  0.32
H -2.139 2.080 -6.094  0.47
H -0.531 2.371 -5.458  0.38
H -1.655 -0.431 -5.766  0.35
H -0.310 0.092 -3.746  -0.36
H 1.111 0.447 -4.823  0.26
H 0.472 -1.203 -4.780  0.27
H -0.936 0.631 -7.804  0.25
H 0.089 -0.654 -7.422  0.25
C -0.142 2.074 -0.679  0.63
O -0.507 0.771 -0.991  0.43
C -0.574 -0.012 0.171  0.82
C -1.111 -1.353 -0.272  -0.09
C -1.536 -2.237 0.910  -1.88
N -0.251 -2.143 -1.185  0.14
H 0.832 2.015 -0.175  -0.23
H -0.838 2.595 -0.021  -0.48
H 0.030 2.617 -1.592  0.05
H 0.419 -0.002 0.652  0.64
H -1.194 0.352 1.028  -1.40
H -1.956 -1.190 -0.922  0.91
H -1.869 -3.237 0.563  0.51
H -2.353 -1.779 1.547  0.21
H -0.650 -2.403 1.527  -0.19
H -0.231 -1.706 -2.094  0.27
H 0.727 -2.007 -0.907  -0.60
C -4.049 0.517 -0.538  -0.53
O -4.208 0.263 0.863  -0.41
C -3.976 1.427 1.689  0.16
C -3.718 0.896 3.114  2.04
C -4.978 0.371 3.787  -1.68
N -3.174 1.922 3.977  -0.55
H -4.157 -0.402 -1.049  0.47
H -3.024 0.830 -0.790  -0.20
H -4.863 1.233 -0.929  0.28
H -3.039 2.016 1.209  -0.44
H -4.850 2.099 1.692  0.53
H -3.058 0.070 3.016  -1.30
H -4.856 0.105 4.840  0.41
H -5.333 -0.475 3.172  0.30
H -5.784 1.122 3.692  0.47
H -3.879 2.553 4.255  0.31
H -2.430 2.479 3.549  0.04
C 2.542 1.133 2.278  -0.89
C 1.544 0.878 3.410  0.32
C 0.516 1.992 3.431  -0.89
O 0.938 -0.349 3.212  -0.32
H 2.694 2.222 2.309  0.60
H 2.088 0.872 1.358  -0.38
H 3.534 0.624 2.322  0.21
H 2.064 0.835 4.373  0.58
H -0.100 2.024 4.350  0.58
H -0.090 1.687 2.581  -0.18
H 0.989 2.970 3.168  0.27
H 0.499 -0.676 4.030  0.15
C 3.512 -3.732 0.702  -1.38
C 2.309 -3.189 1.508  1.27
C 2.241 -3.624 2.987  -1.46
O 2.369 -1.735 1.308  0.00
H 3.562 -4.767 0.773  0.49
H 4.420 -3.167 0.945  0.32
H 3.246 -3.486 -0.358  0.06
H 1.448 -3.606 1.022  -0.10
H 2.034 -4.665 3.094  0.55
H 1.359 -3.145 3.467  0.08
H 3.162 -3.427 3.506  0.38
H 1.810 -1.351 1.972  -0.30
C -1.173 -6.322 -2.629  -1.35
C 0.185 -5.767 -2.167  0.53
C 0.816 -4.822 -3.124  -1.01
O -0.020 -5.121 -0.909  -0.48
H -1.635 -6.681 -1.714  0.33
H -1.063 -7.129 -3.354  0.42
H -1.820 -5.508 -3.058  0.25
H 0.811 -6.666 -2.013  0.32
H 0.173 -3.934 -3.205  0.13
H 0.945 -5.245 -4.172  0.40
H 1.807 -4.399 -2.870  0.19
H -0.209 -4.200 -1.051  0.29
C 2.770 -1.483 -2.748  -0.26
C 2.967 0.010 -2.484  2.24
C 3.623 0.316 -1.161  -0.42
O 3.758 0.696 -3.477  -0.58
H 2.394 -2.136 -1.957  -0.85
H 3.807 -1.921 -3.027  0.43
H 2.163 -1.641 -3.682  0.10
H 1.938 0.474 -2.452  -0.77
H 2.987 0.077 -0.334  -0.04
H 3.737 1.409 -1.101  -0.46
H 4.615 -0.185 -0.954  0.34
H 3.738 0.202 -4.282  0.37
C -0.711 5.226 1.775  -0.53
C -1.770 5.797 0.873  0.44
C -1.363 5.900 -0.586  -1.33
O -2.809 4.768 1.030  -0.48
H -1.268 4.870 2.683  0.24
H 0.046 5.912 2.071  0.56
H -0.355 4.394 1.279  -0.43
H -2.175 6.781 1.138  0.32
H -0.954 5.006 -1.004  0.18
H -0.514 6.616 -0.757  0.39
H -2.245 6.270 -1.186  0.43
H -3.180 4.728 0.115  0.28



6.
C2H31NO15 | ωB97M-V with the def2-TZVPD basis set

⟨S²⟩ = 0.7513
2S+1 = 2
charge = -1
energy relative to the best compared isomer or geometry (same formula, charge and spin) = 2.003 eV
lowest unoccupied orbital energy (alpha / beta) = 2.6160 / 2.4575 eV

Last column: natural (NBO) charge in e.
CARTESIAN COORDINATES (ANGSTROEM)
O -0.925 -0.047 -0.178  -0.79
C -1.635 1.052 0.116  0.71
O -1.305 2.138 -0.420  -0.72
C -2.635 0.953 1.215  -0.38
N -3.892 0.326 0.995  -0.83
H 1.234 1.642 -0.227  0.47
H -2.226 0.527 2.121  0.20
H -2.829 2.077 1.413  0.20
H -4.217 0.471 0.066  0.36
H -3.832 -0.681 1.190  0.38
H 3.492 -0.541 -1.401  0.50
H 2.737 1.434 -3.194  0.47
O 2.612 0.728 -2.544  -1.00
H 2.352 -2.426 -1.766  0.51
H 3.208 -1.129 0.022  0.48
O 3.523 -1.357 -0.870  -0.99
H 2.447 1.086 2.631  0.48
H 2.202 -0.489 2.508  0.47
O 2.464 0.319 2.053  -1.06
H -0.374 -4.617 -0.050  0.46
H 0.672 -3.679 0.428  0.49
O 0.158 -3.886 -0.372  -0.99
H 0.753 -1.343 -2.566  0.52
H 1.173 -3.528 -1.870  0.50
O 1.713 -2.855 -2.361  -1.02
H -0.222 4.601 -0.055  0.46
H -1.508 3.709 -0.105  0.52
O -1.105 4.555 0.345  -1.00
H 2.500 1.340 -1.766  0.51
H 2.291 0.928 0.476  0.49
O 2.244 1.682 -0.155  -1.02
H -1.679 -0.265 -3.454  0.49
H -2.356 0.945 -2.875  0.47
O -2.556 0.082 -3.239  -0.96
H 0.537 -1.261 0.889  0.48
H 1.724 -0.752 1.651  0.41
O 1.359 -1.544 1.255  -1.04
H -0.484 4.479 3.455  0.46
H -0.646 3.974 1.933  0.50
O -0.563 3.734 2.864  -1.02
H -2.322 -1.411 -0.452  0.49
H -2.621 -2.932 -0.648  0.47
O -2.786 -2.178 -0.087  -0.99
H -0.477 -0.245 -1.034  0.54
H 1.079 0.214 -2.779  0.50
O 0.419 -0.449 -2.422  -1.05
H 0.339 -1.926 3.669  0.44
H 1.178 -3.041 3.138  0.46
O 1.004 -2.580 3.977  -1.01



Q: The highest energy relative to the best compared isomer or geometry (same formula, charge and spin) belongs to which entry?
A: C10H20O20S5



Q: Which of these has the highest energy relative to the best compared isomer or geometry (same formula, charge and spin)?
A: C10H20O20S5



Q: Look up the energy relative to the best compared isomer or geometry (same formula, charge and spin) of the first one.
A: 4.682 eV